Record 1
110
Properties=species:S:1:pos:R:3:forces:R:3:mulliken_charge:R:1 method="wB97M-V/def2-TZVPD" lumo_ev=2.34 total_energy_ev=-275098.297 spin_multiplicity=1 relative_energy_ev=0.000 e_homo_ha=-0.172 charge=-1
Ir -0.3438 0.2696 -0.0297 1.4 -0.6 0.3 3.61
Se 1.9570 0.9029 -0.6867 -0.4 0.1 -0.4 -0.74
As 1.1951 -1.9771 2.4089 0.8 0.6 0.0 1.04
As -0.9016 0.7642 -2.3640 -0.5 -0.4 -0.1 -0.34
S -1.9671 -1.9061 0.9209 -0.1 -0.2 -0.5 1.42
Si -3.2454 0.9070 -2.6020 0.1 0.1 -0.3 0.35
Si -0.3984 2.9640 -3.0468 0.0 0.0 0.0 0.70
O 0.9734 2.6991 1.6427 0.0 0.0 0.0 -0.55
O 2.3918 -2.0754 3.5289 -0.2 0.0 -0.3 -0.87
O -0.7808 -2.0913 0.0350 0.1 0.1 0.3 -0.94
O 0.9745 -0.4763 1.6862 -0.6 -0.4 0.5 -0.91
O -3.1409 -2.5857 0.4618 -0.1 0.0 0.0 -0.69
O -2.1180 -0.4389 1.1057 0.0 0.0 -0.4 -0.90
O 1.5588 -3.1586 1.1375 -0.2 0.1 -0.1 -0.65
O -0.8948 2.0969 0.4887 0.6 0.8 0.9 -0.91
N 3.8182 -0.6288 0.8786 0.0 0.0 0.1 1.24
N 3.2112 -1.6671 -0.9419 0.0 -0.2 -0.1 1.13
C -0.8649 3.0973 -4.8645 -0.1 -0.1 -0.2 -1.36
C 5.4248 -0.6271 -2.9551 0.0 0.0 0.0 -0.80
C 4.6935 -3.7070 -0.6750 0.0 0.0 0.0 -1.06
C -1.4917 -3.4828 5.1648 0.0 0.0 0.0 -0.55
C 4.7365 3.1348 0.5398 0.0 0.0 0.0 -1.16
C 1.4493 3.2769 -2.9832 0.2 -0.1 0.1 -1.11
C -0.2222 2.7321 1.4418 -0.2 0.0 -0.2 -0.45
C -1.3707 1.4358 3.7255 0.0 0.1 0.0 -1.08
C 5.9738 -3.6056 1.3872 0.0 -0.1 -0.1 -0.88
C -0.4407 -2.6083 3.1830 -0.3 0.0 0.0 -0.08
C -1.2263 4.3853 -2.1522 -0.1 0.1 0.2 -0.72
C 4.1423 -2.4820 -0.3161 -0.1 0.0 -0.2 0.79
C -4.0377 2.4960 -1.9999 0.0 0.1 0.2 -0.91
C -0.3529 -3.0681 4.4918 0.0 0.0 0.0 -0.91
C -2.9687 4.8820 3.9641 0.0 0.0 0.0 0.92
C 5.2846 1.0719 1.9277 0.0 -0.2 -0.2 -0.89
C -4.0840 -0.5566 -1.8235 0.1 -0.2 0.2 -0.87
C -2.8167 -3.0233 3.2128 0.1 0.0 -0.1 -0.80
C -1.6761 -2.5823 2.5465 0.0 0.0 0.2 0.22
C 5.6188 -4.2533 0.1912 0.0 0.0 0.1 -0.86
C -1.1279 3.5379 2.3465 -0.4 0.0 -0.2 0.58
C -2.3401 5.5283 2.9161 0.0 0.0 0.0 -0.94
C -1.4056 4.8782 2.1074 0.1 0.0 0.0 1.29
C -1.7213 2.8701 3.4305 0.1 0.0 0.0 1.28
C 2.4922 -1.9917 -2.1754 -0.1 0.1 0.0 -0.89
C 2.9644 -1.2361 -3.4120 0.2 0.0 0.1 0.23
C 4.4332 -1.4364 -3.7999 0.0 0.1 0.1 -0.72
C 3.9265 0.3727 1.9476 0.0 0.0 0.0 -0.92
C 3.0167 -0.5692 -0.1933 -0.1 0.1 -0.1 -0.37
C -2.6252 3.5561 4.2228 -0.1 0.0 0.0 -1.24
C -0.7074 5.6594 1.0223 0.0 -0.1 0.1 -1.92
C -2.7198 -3.4692 4.5212 0.0 0.1 0.0 -0.63
C 5.4249 -2.3898 1.7379 0.0 0.0 0.0 -0.84
C 5.5702 1.8578 0.6480 -0.2 0.1 0.1 0.39
C -3.5956 0.7840 -4.4492 0.1 0.0 -0.2 -1.09
C 4.5166 -1.8292 0.8484 0.1 0.2 0.1 0.50
C -3.9770 5.5911 4.8307 0.0 0.0 0.0 -1.48
H -0.6503 2.1689 -5.4002 0.0 0.1 0.0 0.32
H 1.4346 -1.7803 -2.0099 0.0 0.0 0.0 -0.33
H -3.6126 -3.7944 5.0407 0.0 0.0 0.0 0.39
H -1.7861 1.1246 4.6847 0.0 0.0 0.0 0.38
H -1.7629 0.7800 2.9495 0.0 0.0 0.0 -0.05
H 5.3188 1.7524 2.7828 0.0 -0.1 0.0 0.57
H -5.1216 2.3778 -1.9009 0.0 0.0 0.0 0.47
H 4.9004 3.7756 1.4106 0.0 0.0 0.0 0.37
H -1.4303 4.0981 -1.1210 0.0 0.0 0.0 -0.35
H -3.0395 1.5334 -5.0134 -0.1 0.0 0.0 0.22
H 4.6906 -2.5011 -3.7551 0.0 0.0 -0.1 0.25
H -4.6606 0.9145 -4.6678 0.0 0.0 0.0 0.31
H 6.3954 -0.5633 -3.4510 0.0 0.0 0.0 0.49
H -3.0931 3.0385 5.0557 0.0 0.0 0.0 0.36
H 1.7041 4.2168 -3.4833 -0.1 0.0 0.0 0.51
H 5.0085 3.7002 -0.3545 0.0 0.0 0.0 0.37
H -3.7079 -1.4869 -2.2559 0.0 0.0 0.0 0.26
H -4.9239 5.0477 4.8538 0.0 0.0 0.0 0.33
H 6.0684 0.3223 2.0738 0.0 0.1 0.1 0.32
H 5.6566 -1.9118 2.6790 0.0 0.0 0.0 0.53
H -0.2886 1.2914 3.7431 0.0 0.0 0.0 0.24
H -2.1739 4.6617 -2.6175 0.0 0.0 0.0 0.48
H -2.5807 6.5675 2.7086 0.0 0.0 0.0 0.31
H 3.1028 1.0729 1.8208 -0.1 -0.1 -0.1 0.10
H 0.6239 -3.0824 4.9596 0.0 0.0 0.0 0.53
H -3.6201 5.6718 5.8600 0.0 0.0 0.0 0.31
H -5.1687 -0.5211 -1.9611 0.0 0.0 -0.1 0.45
H 2.3205 -1.5657 -4.2313 0.0 0.0 0.0 0.60
H -0.5769 5.2662 -2.1412 0.0 0.0 0.0 0.50
H -1.9262 3.3201 -4.9957 0.0 0.0 0.0 0.32
H 3.7633 -0.1675 2.8801 -0.1 0.0 0.0 0.37
H 0.8309 -3.0691 0.4952 0.1 0.0 0.0 0.45
H 3.6704 2.9146 0.4809 0.0 0.0 0.0 0.13
H 4.5464 -1.1292 -4.8424 0.0 0.0 0.0 0.43
H -1.3934 5.9123 0.2141 0.0 0.0 0.0 0.34
H 6.6319 2.1183 0.6217 0.0 0.0 0.0 0.44
H 2.0003 2.4608 -3.4565 0.0 0.1 0.0 0.13
H 5.0549 0.3909 -2.8062 0.0 0.0 0.0 0.18
H 5.5930 -1.0706 -1.9736 0.0 0.0 0.0 0.06
H -3.6356 2.7863 -1.0255 0.0 0.0 0.0 0.13
H -3.8836 -0.6065 -0.7556 -0.1 0.0 0.0 0.03
H -3.2867 -0.1966 -4.8216 0.0 0.0 0.0 0.25
H 2.6048 -3.0661 -2.3221 0.0 0.0 0.0 0.73
H -4.1725 6.5981 4.4616 0.0 0.0 0.0 0.35
H -1.4233 -3.8047 6.1964 0.0 -0.1 0.0 0.39
H 4.4107 -4.2147 -1.5874 0.0 0.0 0.0 0.40
H -0.2939 3.9057 -5.3322 0.0 0.0 0.0 0.40
H 6.6863 -4.0770 2.0516 0.0 0.0 0.0 0.41
H 5.3826 1.2172 -0.2205 0.0 0.0 0.0 -0.37
H 0.1233 5.0954 0.6002 0.0 0.0 0.0 0.20
H -3.7609 -3.0185 2.6872 0.0 0.0 0.0 0.52
H 1.7949 3.3396 -1.9488 0.0 0.1 0.0 0.15
H 2.7754 -0.1724 -3.2574 -0.1 0.0 -0.1 -0.49
H -3.8447 3.3096 -2.7019 0.0 0.0 0.0 0.22
H 6.0640 -5.2114 -0.0443 0.0 0.0 0.0 0.41
H -0.3104 6.5910 1.4304 0.0 0.0 0.0 0.51

=====

Record 2
107
Properties=species:S:1:pos:R:3:forces:R:3:lowdin_spin:R:1 method="wB97M-V/def2-TZVPD" lumo_ev="-7.62 / -7.23" total_energy_ev=-253563.941 spin_multiplicity=2 e_homo_ha="-0.468 / -0.468" charge=+2
Re -0.7151 0.2136 0.0271 -0.5 0.6 -0.7 0.84
As -0.7600 -2.0166 1.1837 0.2 -0.5 0.1 0.00
As 1.1381 0.7948 1.5582 0.5 0.0 0.9 -0.01
As -0.0284 -2.4797 6.6637 -0.2 0.1 0.3 0.00
Si 0.8014 1.3049 -2.9567 0.5 0.6 -1.1 0.01
F -4.7776 2.1292 4.8455 -0.2 -0.1 0.3 0.00
F -4.1852 4.6302 4.0386 -0.2 0.3 0.2 0.00
F -3.6944 0.0011 3.5794 -0.2 -0.3 0.2 0.00
F -1.5356 2.8547 0.6056 0.2 0.2 -0.2 0.02
F -2.5351 5.0099 1.9129 0.0 0.2 -0.1 0.00
O -2.0773 0.3060 1.4352 0.7 0.5 -0.5 0.06
O -1.3643 -2.8279 -1.6730 0.1 0.0 -0.1 0.00
O -2.4617 0.0462 -1.4120 -0.1 -0.3 0.0 0.00
O 0.2804 0.6250 -1.4796 -0.9 -0.6 1.4 0.07
C 1.8839 -2.8256 6.9197 0.0 -0.1 -0.1 0.00
C 2.4317 2.1594 -2.6477 0.1 -0.3 0.5 0.00
C -3.4389 1.2309 3.1595 0.1 -0.2 -0.1 0.00
C -3.6805 3.6025 3.4045 0.0 -0.1 -0.1 0.00
C 1.6867 -0.9321 -6.3325 0.0 0.1 0.0 0.00
C -0.8087 -3.7480 -2.6169 0.0 -0.1 0.2 0.00
C -3.7744 0.5692 -1.0822 0.1 0.0 -0.1 0.00
C -0.4334 2.6111 -3.5746 -0.1 -0.4 0.3 0.00
C 0.7182 0.3341 3.4097 -0.3 -0.2 -0.1 0.00
C 0.5645 -3.3637 0.7753 0.1 0.1 -0.3 0.00
C 2.7845 2.5788 -1.3631 0.2 0.1 -0.3 0.00
C -0.6492 -1.8168 3.1275 -0.1 0.2 -0.1 0.00
C -3.9827 2.3150 3.8162 0.0 0.0 0.0 0.00
C -2.6009 -2.3033 -2.1159 -0.1 0.0 0.1 0.00
C 0.0410 -0.9828 5.3497 0.0 -0.2 -0.1 0.00
C 2.8551 -0.0002 1.1593 -0.1 0.0 -0.4 0.00
C 3.3420 2.3766 -3.6875 0.1 0.0 0.0 0.00
C -0.4971 -4.0765 5.6220 0.1 0.0 -0.2 0.00
C 4.8951 3.4030 -2.1527 0.0 0.0 -0.1 0.00
C -2.4204 -2.9972 1.2164 -0.2 0.1 -0.2 0.00
C 2.0923 -2.1441 -5.7879 0.0 0.0 0.0 0.00
C -2.3343 2.6945 1.6748 0.2 -0.2 -0.2 0.00
C 1.5076 -1.3491 -3.5904 0.1 0.0 -0.2 0.00
C -2.6010 1.3958 2.0665 0.0 -0.1 0.0 0.01
C 4.0041 3.1981 -1.1091 -0.1 0.0 0.0 0.00
C -2.4759 -0.8664 -2.5576 0.0 -0.1 0.2 0.00
C 1.9910 -2.3583 -4.4194 0.0 0.1 0.2 0.00
C 0.2654 3.5796 -4.5426 0.0 0.0 0.0 0.00
C 4.5647 2.9895 -3.4394 -0.1 0.0 0.0 0.00
C 0.4831 -1.1130 3.8733 0.3 0.0 0.0 0.00
C 1.5832 2.6542 1.8963 -0.3 0.1 -0.3 0.00
C -1.6309 1.9578 -4.2803 -0.1 0.2 0.0 0.00
C 1.7845 -1.9150 3.7566 -0.1 0.1 -0.1 0.00
C 1.1186 -0.1126 -4.1185 -0.1 -0.1 0.1 0.00
C -0.9254 3.3851 -2.3433 0.0 0.1 -0.1 0.00
C 1.2037 0.0763 -5.5059 0.0 -0.1 0.1 0.00
C -2.8444 3.7968 2.3212 0.0 -0.1 0.0 0.00
H 2.0814 2.4216 -0.5588 0.0 0.0 0.0 0.00
H -2.3675 -3.6625 2.0738 0.0 -0.1 0.1 0.00
H 0.0951 -4.1396 0.1771 0.0 0.0 0.0 0.00
H -1.3279 1.2973 -5.0972 0.0 0.0 0.1 0.00
H 2.6541 2.7056 2.0640 0.1 0.0 0.1 0.00
H 5.2669 3.1422 -4.2515 -0.1 0.0 0.1 0.00
H -3.3157 -2.3643 -1.2891 -0.1 0.0 -0.1 0.00
H 0.8925 1.0169 -5.9537 0.1 -0.1 0.1 0.00
H -1.3257 2.7138 -1.5737 0.0 0.1 -0.2 0.00
H -0.6857 -2.8512 3.4663 0.0 0.0 0.0 0.00
H 3.3493 0.6082 0.4046 0.0 0.0 0.0 0.00
H 2.5706 -1.4699 4.3718 0.0 0.0 -0.1 0.00
H -2.2434 1.3814 -3.5811 0.1 0.1 -0.1 0.00
H 2.0017 -3.3608 7.8599 0.0 0.0 0.0 0.00
H 2.3199 -3.4270 6.1219 0.0 0.1 0.1 0.00
H -3.9666 1.4632 -1.6722 0.0 0.0 -0.1 0.00
H 1.0556 2.9819 2.7877 0.0 0.0 0.1 0.00
H 2.7338 -1.0068 0.7656 0.0 0.0 0.1 0.00
H 0.5556 3.0915 -5.4786 0.0 0.1 0.1 0.00
H 3.4516 -0.0170 2.0648 0.0 0.0 0.1 0.00
H -1.7327 4.0709 -2.6288 0.1 0.0 0.0 0.00
H -0.1224 3.9815 -1.8958 -0.1 -0.1 0.0 0.00
H -2.5381 -3.5783 0.3077 0.1 0.0 0.0 0.00
H -4.5415 -0.1760 -1.2841 0.1 -0.1 0.0 0.00
H -1.6102 -1.3681 3.3822 0.0 0.0 0.0 0.00
H 1.4428 -1.5120 -2.5156 0.1 -0.1 -0.1 0.00
H 2.4203 -1.8798 7.0035 0.0 0.0 0.0 0.00
H 1.5550 0.7534 3.9646 0.1 0.1 0.1 0.00
H -0.5122 -4.9069 6.3266 0.0 0.0 0.0 0.00
H 5.8452 3.8915 -1.9697 -0.1 -0.1 0.0 0.00
H -0.7898 -3.3237 -3.6172 0.1 0.1 -0.1 0.00
H 0.6944 -0.2706 5.8609 0.0 0.0 0.0 0.00
H -1.5446 -0.7237 -3.1035 0.1 0.1 0.0 0.00
H 0.9238 -3.7848 1.7083 0.0 0.0 0.1 0.00
H 2.1366 -1.9472 2.7224 0.0 -0.1 0.1 0.00
H 1.1557 4.0339 -4.1037 -0.1 0.0 0.0 0.00
H -1.3829 -4.6757 -2.6259 -0.1 0.0 0.0 0.00
H 4.2576 3.5229 -0.1058 0.0 0.0 0.0 0.00
H 2.3043 -3.3066 -3.9953 0.0 0.1 0.0 0.00
H 1.7578 -0.7661 -7.4021 0.0 0.0 0.1 0.00
H -2.9850 -2.9009 -2.9457 -0.1 0.0 0.0 0.00
H 3.1010 2.0634 -4.7012 0.1 0.0 0.1 0.00
H -0.9622 -0.5483 5.3791 0.0 0.1 0.0 0.00
H -3.2586 -2.3146 1.3475 0.0 0.0 0.0 0.00
H 1.6350 -2.9395 4.0951 0.0 0.1 0.0 0.00
H 2.4875 -2.9219 -6.4312 0.0 0.0 0.0 0.00
H -2.2737 2.7362 -4.7103 0.1 -0.1 0.1 0.00
H -0.4295 4.3865 -4.8012 0.0 -0.1 0.0 0.00
H -1.5008 -3.9749 5.2058 0.0 0.0 0.0 0.00
H 0.2089 -3.9612 -2.3056 0.1 0.0 0.0 0.00
H -3.3098 -0.5963 -3.2036 0.0 0.2 0.0 0.00
H -3.7949 0.8208 -0.0293 0.0 0.0 0.0 0.00
H 1.3161 3.3090 1.0719 0.0 0.0 0.0 0.00
H 0.2199 -4.3138 4.8314 -0.1 0.0 0.1 0.00
H -0.1574 0.9458 3.6415 -0.1 0.1 0.0 0.00
H 1.4001 -2.9447 0.2165 0.0 0.0 0.0 0.00